22
Properties=species:S:1:pos:R:3:forces:R:3:nbo_charge:R:1 method="wB97M-V/def2-TZVPD" e_above_lowest_kj_mol=305.3 lumo_energy_ev="0.013 / 0.014" energy_ha=-919.56302
C -0.30224 -2.06809 -0.59223 0.683 5.555 3.902 -0.440
C -0.02904 -0.53994 -0.08820 -1.432 -5.471 -2.505 -0.617
P 1.50658 0.29123 -0.61556 0.443 0.064 0.639 0.784
C 1.58478 1.75566 0.59428 1.822 -0.955 1.310 -0.946
C 2.69269 -0.80341 0.32686 2.668 3.356 -2.466 -0.893
P -1.29647 0.59722 0.62801 -0.409 -1.861 -0.614 0.772
C -2.73704 -0.61891 0.70600 1.833 2.487 -0.481 -0.903
C -1.79631 1.54696 -0.92028 0.506 -1.319 1.884 -0.882
H -0.99470 -2.70918 -0.02602 -0.723 1.043 -0.349 0.188
H 0.47662 -2.76727 -0.80161 1.255 0.409 -0.892 0.188
H 1.09587 1.43265 1.53272 0.988 -0.143 0.035 0.234
H 0.99369 2.59477 0.42459 -1.106 1.506 -1.315 0.226
H 2.66436 2.20040 0.77021 -2.011 -1.366 -0.392 0.241
H 3.56615 -0.03996 0.54464 -1.639 -1.789 0.307 0.228
H 3.14106 -1.50623 -0.34664 0.140 -0.469 -0.546 0.227
H 2.25954 -1.33494 1.08592 -0.894 -0.791 2.385 0.223
H -2.40726 -1.34654 1.33867 0.748 -1.974 2.250 0.221
H -2.80467 -1.13146 -0.22161 -1.047 0.178 -1.088 0.234
H -3.46981 -0.02432 1.19963 -1.406 -0.100 -0.326 0.231
H -2.41330 0.88286 -1.50303 0.058 0.102 -0.594 0.230
H -0.86128 1.87192 -1.32660 0.133 0.453 -0.785 0.231
H -2.34555 2.31503 -0.43112 -0.609 1.088 -0.359 0.223